(1)
The following is a quantum chemistry calculation of a cluster of 5 separate species, C2H14O5 in total, from the OMol25 dataset.

Each line ends with the Löwdin charge.
Positions of all 21 atoms, in Å:
C: 2.797 0.689 0.668  -0.08
C: 2.126 0.575 -0.701  -0.29
O: 0.780 0.143 -0.728  -0.10
H: 2.622 -0.262 1.226  0.08
H: 3.835 0.855 0.681  0.05
H: 2.262 1.372 1.351  0.08
H: 2.666 -0.186 -1.377  0.14
H: 2.160 1.492 -1.185  0.08
H: 0.865 -0.806 -0.763  0.08
O: -1.801 1.439 -0.996  -0.09
H: -0.817 1.553 -1.171  0.06
H: -2.250 1.957 -1.707  0.06
O: -1.047 -2.527 -0.138  -0.07
H: -1.902 -2.226 -0.470  -0.01
H: -1.197 -2.751 0.799  0.05
O: -3.318 -0.920 -0.617  -0.03
H: -3.213 -0.004 -0.585  -0.02
H: -3.831 -1.174 0.160  0.06
O: -0.613 0.419 1.952  -0.12
H: -0.187 0.247 1.021  0.04
H: 0.062 0.114 2.579  0.02

Calculated values
**ΔE to the lowest compared entry with this formula, charge and spin**: 0.9945 eV
**HOMO-LUMO gap**: 11.3 eV
**Max |F|**: 0.0661 Eh/bohr
**Net charge**: 0

---

(2)
The following is a quantum chemistry calculation of a structure of composition C37H32LaNP2S, from the OMol25 dataset.

Each line ends with the Löwdin charge.
Positions of all 74 atoms, in Å:
C: -2.109 -0.181 -0.992  -0.12
C: -1.578 0.927 -0.312  -0.39
C: -1.542 2.163 -0.979  -0.08
C: -2.089 2.304 -2.253  -0.06
C: -2.658 1.207 -2.904  -0.08
C: -2.669 -0.034 -2.262  -0.08
P: -0.776 0.677 1.323  0.99
C: -0.970 2.381 1.990  -0.39
C: 0.137 3.241 2.131  -0.14
C: -0.056 4.525 2.634  -0.07
C: -1.330 4.984 2.982  -0.05
C: -2.440 4.156 2.784  -0.04
C: -2.256 2.845 2.319  -0.06
La: 2.513 0.591 1.425  1.67
P: 1.302 -0.846 -0.566  0.96
C: 1.302 0.376 -1.951  -0.36
C: 0.796 0.053 -3.219  -0.06
C: 0.824 0.990 -4.261  -0.03
C: 1.275 2.292 -4.018  -0.04
C: 1.752 2.623 -2.752  -0.06
C: 1.799 1.679 -1.728  -0.14
C: 3.109 -1.153 -0.189  -0.54
C: 3.386 -1.693 1.120  -0.29
C: 4.740 -1.720 1.552  -0.04
C: 5.748 -1.340 0.665  -0.02
C: 5.457 -0.785 -0.569  -0.02
C: 4.135 -0.598 -0.985  -0.08
C: 0.645 -2.467 -0.966  -0.37
C: -0.322 -3.107 -0.166  -0.08
C: -0.784 -4.381 -0.523  -0.04
C: -0.274 -5.029 -1.665  -0.03
C: 0.694 -4.389 -2.450  -0.05
C: 1.155 -3.118 -2.102  -0.09
C: -2.086 -0.296 2.200  -0.36
C: -3.439 -0.324 1.809  -0.10
C: -4.380 -1.100 2.500  -0.05
C: -4.006 -1.831 3.633  -0.05
C: -2.679 -1.753 4.073  -0.06
C: -1.745 -1.011 3.363  -0.13
H: 2.555 -2.099 1.731  0.10
H: 5.012 -2.126 2.526  0.14
H: 6.793 -1.541 0.918  0.14
H: 6.262 -0.526 -1.250  0.13
H: 3.877 -0.181 -1.956  0.12
H: 0.379 -0.946 -3.387  0.11
H: 0.465 0.725 -5.256  0.12
H: 1.229 3.054 -4.797  0.13
H: 2.078 3.646 -2.569  0.12
H: 2.230 1.981 -0.753  0.05
H: -0.721 -2.610 0.719  0.10
H: -1.542 -4.894 0.068  0.12
H: -0.641 -6.027 -1.927  0.12
H: 1.092 -4.881 -3.345  0.12
H: 1.898 -2.619 -2.727  0.11
H: -3.775 0.267 0.954  0.11
H: -5.415 -1.148 2.150  0.12
H: -4.717 -2.458 4.166  0.12
H: -2.393 -2.291 4.977  0.12
H: -0.721 -0.974 3.726  -0.02
H: 1.168 2.943 1.867  0.03
H: 0.803 5.185 2.771  0.12
H: -1.446 5.979 3.416  0.12
H: -3.444 4.518 3.023  0.12
H: -3.117 2.178 2.232  0.11
H: -1.098 3.025 -0.480  0.11
H: -2.055 3.275 -2.756  0.12
H: -3.031 1.280 -3.926  0.09
H: -3.091 -0.893 -2.783  0.08
H: -2.103 -1.162 -0.511  0.09
H: -2.772 -0.608 -5.417  0.06
H: -2.905 -1.043 -4.818  0.03
S: 1.495 -0.403 3.801  0.57
C: 2.984 0.082 4.312  -0.92
N: 4.085 0.431 4.609  0.09

Calculated values
**ΔE to the lowest compared entry with this formula, charge and spin**: 0.6651 eV
**HOMO-LUMO gap**: 6.4 eV
**Max |F|**: 0.0974 Eh/bohr
**Net charge**: +2

---

(3)
The following is a quantum chemistry calculation of a structure of composition C2H8N2O2, from the OMol25 dataset.

Each line ends with the Löwdin charge.
Positions of all 14 atoms, in Å:
C: -0.406 0.714 0.738  -0.21
C: 1.210 0.380 -1.286  -0.13
N: -0.196 0.317 -0.894  -0.25
N: -0.721 -0.939 -1.202  -0.01
O: 0.351 -0.194 1.383  -0.06
O: -0.870 -0.851 2.355  -0.02
H: -0.524 -0.494 3.191  0.07
H: -1.735 -0.960 -1.128  0.08
H: -0.322 -1.697 -0.640  0.08
H: -0.029 1.738 0.840  0.11
H: -1.498 0.753 0.834  0.12
H: 1.283 0.372 -2.380  0.08
H: 1.654 1.309 -0.925  0.08
H: 1.804 -0.449 -0.886  0.07

Calculated values
**ΔE to the lowest compared entry with this formula, charge and spin**: 6.4767 eV
**HOMO-LUMO gap (alpha / beta)**: 7.6 / 7.6 eV
**Max |F|**: 0.1033 Eh/bohr
**Net charge**: 0

---

What is the ΔE to the lowest compared entry with this formula, charge and spin in the second record?
0.6651 eV

---

Which formula does entry 2 have?
C37H32LaNP2S

---

What is the formula in the third record?
C2H8N2O2